1.
Computed, not measured: a cluster of 2 separate species, C3H8NO in total in a non-equilibrium geometry, with ωB97M-V/def2-TZVPD.

Geometry as XYZ:
```
13
Properties=species:S:1:pos:R:3
C -1.12228 -2.01764 1.38465
O -1.21432 -1.47643 0.01052
H -0.19626 -2.57964 1.57550
H -2.10518 -2.55105 1.65426
H -0.98180 -1.13481 2.12488
C 0.80067 2.16337 -1.43846
C 1.30903 1.06134 -0.69655
N 0.62429 0.68738 0.47631
H -0.24860 2.39550 -1.15919
H 1.35425 2.55610 -2.38732
H 2.11245 0.29709 -1.11356
H 0.02261 1.53855 0.63255
H -0.53743 -0.76439 -0.24333
```

As for the spin multiplicity: 1. As for the energy above the lowest of the compared OMol25 structures with the same formula, charge and spin: 1.7320 eV. For the calculated total energy, the calculation gives -249.02296 a.u. The calculation puts the gap between HOMO and LUMO at 6.09 eV. As for the total charge: -1.

***

2.
Computed, not measured: a cluster of 9 separate species, C21H60O9 in total in a non-equilibrium geometry, with ωB97M-V/def2-TZVPD.

Geometry as XYZ:
```
90
Properties=species:S:1:pos:R:3
O 17.73779 18.13212 2.67818
H 17.36402 18.99804 2.51475
H 17.36268 17.57605 1.99531
O 14.37122 19.98973 0.52765
H 15.12895 20.12813 1.09590
H 13.72843 20.63434 0.82352
C 14.40642 20.06996 5.72554
C 15.51529 21.10758 6.01924
C 16.97027 20.51925 5.90673
O 15.40628 22.22067 5.13175
H 13.38685 20.40288 5.91975
H 14.68090 19.13939 6.22234
H 14.55424 19.74046 4.69710
H 15.46075 21.44577 7.05401
H 17.83835 21.12842 6.15863
H 17.15942 20.25210 4.86704
H 17.13371 19.76391 6.67539
H 15.08532 22.99926 5.59260
C 19.41269 22.38924 0.39698
C 18.37747 21.54626 1.14696
C 17.58404 22.36269 2.16515
O 17.42435 21.02566 0.24766
H 20.25581 22.56993 1.06377
H 19.04650 23.28948 -0.09655
H 19.59112 21.75114 -0.46852
H 18.84460 20.79101 1.77900
H 16.73764 21.78890 2.54262
H 17.03021 23.19987 1.74029
H 18.25437 22.64643 2.97648
H 17.20701 21.68349 -0.41688
C 19.62605 18.33173 5.26197
C 20.81352 18.23656 4.24112
C 20.78297 16.94455 3.55116
O 20.48012 19.25534 3.37291
H 19.57438 19.37170 5.58430
H 19.73910 17.55756 6.02091
H 18.60375 18.05250 5.00697
H 21.78902 18.45348 4.67637
H 19.81212 16.44914 3.56152
H 21.40442 16.34455 4.21591
H 21.20799 16.89151 2.54883
H 19.62566 19.08318 2.97061
C 17.85636 12.88512 4.70169
C 16.86254 14.03360 4.90974
C 17.54378 15.43283 4.89897
O 15.90875 13.97714 3.89029
H 18.62876 13.07799 3.95718
H 17.41495 11.88852 4.70959
H 18.44504 12.99407 5.61256
H 16.28527 13.83846 5.81350
H 16.89407 16.25364 5.20271
H 17.91906 15.69868 3.91075
H 18.47133 15.49720 5.46783
H 15.91480 14.73946 3.30681
C 21.02971 19.03586 -0.36480
C 21.05126 17.54690 -0.51144
C 19.89376 16.80928 0.04084
O 21.08773 17.10163 -1.92127
H 21.85538 19.47593 -0.92401
H 21.02473 19.28447 0.69646
H 20.10234 19.42843 -0.78190
H 21.99443 17.21438 -0.07790
H 19.68607 17.15996 1.05177
H 20.19104 15.76997 0.18070
H 18.98095 16.87966 -0.55071
H 21.25993 16.15721 -1.92594
C 14.39831 14.80951 0.48930
C 14.04577 16.32473 0.70347
C 13.70753 16.73173 2.13222
O 15.16914 17.19274 0.50220
H 15.09301 14.69189 -0.34237
H 13.50827 14.19368 0.36019
H 14.84095 14.53973 1.44815
H 13.18403 16.54166 0.07225
H 13.03451 15.95415 2.49349
H 13.09228 17.62271 2.25759
H 14.50503 16.91976 2.85106
H 14.98574 18.13334 0.55910
C 17.98235 14.49207 1.29601
C 18.28198 13.28806 0.39435
C 18.93941 12.07878 1.11362
O 17.11564 12.89419 -0.28123
H 17.47809 14.11201 2.18448
H 17.43510 15.21805 0.69471
H 18.79594 15.06138 1.74553
H 18.92415 13.62441 -0.41965
H 19.07700 11.33230 0.33135
H 18.19949 11.62884 1.77557
H 19.78390 12.45817 1.68894
H 17.09276 11.94188 -0.16217
```

As for the spin multiplicity: 1. As for the energy above the lowest of the compared OMol25 structures with the same formula, charge and spin: 3.1961 eV. For the calculated total energy, the calculation gives -1513.13004 a.u. The calculation puts the gap between HOMO and LUMO at 9.98 eV.

***

3.
Computed, not measured: the molecule C25H25ClN4O5, with ωB97M-V/def2-TZVPD.

Geometry as XYZ:
```
60
Properties=species:S:1:pos:R:3
C 2.38870 5.08479 -1.85443
H 1.75662 5.59360 -1.12039
O 2.62049 3.74504 -1.49423
C 3.21080 3.48294 -0.29709
C 3.70839 4.45576 0.56373
C 4.31489 4.09364 1.75426
C 4.43916 2.76242 2.10334
C 3.94158 1.79067 1.25253
C 3.32658 2.13205 0.05989
C 2.75520 1.05859 -0.82902
N 1.83351 0.21871 -0.08580
C 2.10364 -1.08094 0.24951
O 3.12999 -1.65761 -0.02212
C 0.91793 -1.63540 1.01111
C -0.10788 -0.50467 0.98808
C 0.58890 0.65675 0.30586
O 0.14466 1.75516 0.10425
H -0.48457 -0.21398 1.96863
C -1.27072 -1.04502 0.11726
N -1.16342 -2.47673 0.31344
H -1.69914 -3.00711 -0.36422
C 0.24899 -2.84140 0.31048
C 0.44044 -4.16456 1.04960
C 1.88094 -4.67313 0.96678
C 2.18037 -5.14068 -0.45294
O 1.67646 -6.13492 -0.93107
N 3.05184 -4.36399 -1.12512
H 3.24978 -4.58755 -2.08701
H 3.35010 -3.46920 -0.76606
H 2.58612 -3.90028 1.26955
H 1.98760 -5.53502 1.62676
H 0.13814 -4.03426 2.09026
H -0.21562 -4.91227 0.60020
H 0.64767 -2.93501 -0.71149
C -2.61501 -0.46798 0.44730
C -3.36792 -0.54449 1.59729
C -4.58730 0.11571 1.62639
C -5.02536 0.83875 0.52563
C -4.28789 0.93423 -0.65614
C -3.07807 0.25387 -0.65347
N -2.16166 0.15190 -1.69257
C -1.07379 -0.58669 -1.34871
O -0.13803 -0.84771 -2.06905
H -2.26514 0.60273 -2.58815
C -4.73116 1.70466 -1.86045
H -4.83829 1.03979 -2.71733
H -3.99475 2.46854 -2.10792
H -5.68511 2.18917 -1.67847
Cl -6.55378 1.63782 0.65073
H -5.20596 0.07431 2.50851
H -3.02500 -1.11122 2.44739
H 1.22832 -1.90623 2.02218
H 3.54192 0.40062 -1.20791
H 2.21541 1.51412 -1.66056
H 4.03312 0.74572 1.51292
H 4.91747 2.48142 3.02880
H 4.69367 4.86410 2.40918
H 3.62621 5.50201 0.31585
H 1.86871 5.04476 -2.81037
H 3.32612 5.63706 -1.97782
```

As for the spin multiplicity: 1. As for the energy above the lowest of the compared OMol25 structures with the same formula, charge and spin: 0.0000 eV. For the calculated total energy, the calculation gives -2023.21189 a.u. The calculation puts the gap between HOMO and LUMO at 9.22 eV.

***

4.
Computed, not measured: a cluster of 2 separate species, C6H9N in total, with ωB97M-V/def2-TZVPD.

Geometry as XYZ:
```
16
Properties=species:S:1:pos:R:3
C 1.45007 -0.66187 0.93089
C 0.42915 -0.18539 -0.07515
C 0.79598 0.87548 -1.09446
C -0.27714 1.14755 -0.04542
C -1.61004 0.98393 -0.66209
N -1.57647 -0.34555 -1.02854
C -0.49270 -1.14080 -0.74427
H 0.96461 -0.94365 1.87086
H 2.18928 0.11542 1.15481
H 1.97721 -1.53894 0.54408
H 1.75538 1.37177 -0.96523
H 0.48195 0.75036 -2.12752
H -0.07845 1.93125 0.68113
H -1.97059 -0.47264 1.58703
H -2.37211 -0.74792 -1.50859
H -1.66614 -1.13901 1.48247
```

As for the spin multiplicity: 1. As for the energy above the lowest of the compared OMol25 structures with the same formula, charge and spin: 6.1613 eV. For the calculated total energy, the calculation gives -288.55562 a.u. The calculation puts the gap between HOMO and LUMO at 8.05 eV.

***

Highest occupied orbital energy values, unit eV, following the record order: -1.9 -9.6 -8.7 -8.6.